{
  "formula": "C15H11CrNO3S",
  "method": "the ωB97M-V functional and the def2-TZVPD basis",
  "multiplicity": 5,
  "orbital_gap_ev": [7.85, 6.32],
  "e_lumo_ev": [-8.0, -9.5],
  "total_charge": 2,
  "e_homo_ev": [-15.82, -15.83],
  "e_tot_ev": -62602.640,
  "symbols": ["O", "C", "Cr", "C", "C", "O", "O", "N", "S", "C", "C", "C", "C", "C", "C", "C", "C", "C", "C", "C", "C", "H", "H", "H", "H", "H", "H", "H", "H", "H", "H", "H"],
  "coordinates": [[0.11500, 3.07169, -1.31566], [0.21818, 2.20208, -0.58180], [0.12651, 0.02505, 0.62360], [1.49537, -0.63881, -0.41467], [-1.20765, -0.41490, -0.65289], [2.28379, -1.27480, -1.03968], [-2.00708, -0.87320, -1.37412], [-0.15870, -1.46736, 1.55688], [-1.24881, -1.25452, 2.80509], [-0.40635, -2.19254, 4.08323], [-1.20420, -3.01483, 4.88460], [-0.62139, -3.73490, 5.92604], [0.75225, -3.62714, 6.15473], [1.54869, -2.78512, 5.36000], [0.95424, -2.06067, 4.32365], [-0.77513, 0.38998, 3.23958], [0.27531, 1.05214, 2.58472], [0.60945, 2.36305, 3.01438], [-0.08648, 2.94530, 4.07600], [-1.15914, 2.29210, 4.68501], [-1.51617, 1.01062, 4.24908], [0.02065, -2.43088, 1.29031], [-2.28076, -3.07722, 4.67908], [-1.23785, -4.38026, 6.55930], [1.21735, -4.19623, 6.96337], [2.61290, -2.69316, 5.54690], [1.56115, -1.38405, 3.70167], [1.09763, 0.49588, 1.99981], [1.42389, 2.89144, 2.53013], [0.21424, 3.93673, 4.43970], [-1.71273, 2.76050, 5.49124], [-2.36573, 0.48494, 4.69224]],
  "atomic_forces_ev_per_a": [[0.4, -2.6, 2.4], [-0.4, 2.1, -2.1], [-1.2, 5.5, -0.3], [8.7, -5.6, -6.0], [-6.7, -3.0, -4.9], [-4.8, 3.8, 3.7], [4.0, 2.3, 3.3], [-0.7, -1.9, 1.1], [1.2, -1.4, 0.9], [-0.7, -0.4, 0.7], [-0.5, 0.1, -0.2], [0.1, 0.0, 0.0], [0.1, 0.1, -0.1], [-0.7, 0.0, -0.2], [0.8, 0.4, -0.2], [-0.1, 0.7, 0.3], [0.7, 0.7, 1.0], [-0.4, -0.7, -0.1], [0.1, 0.4, -0.1], [0.2, -0.6, -0.4], [0.0, 0.0, -0.2], [-0.3, -0.1, 0.3], [0.5, -0.1, 0.2], [0.2, 0.3, -0.3], [-0.2, 0.2, -0.3], [-0.1, 0.0, 0.0], [-0.3, -0.4, 0.4], [-0.2, 0.8, 1.6], [0.0, -0.1, 0.2], [-0.2, -0.5, -0.3], [0.1, 0.0, -0.1], [0.2, 0.2, -0.1]]
}